# C7H8BrOP

A 2-piece molecular cluster, C7H8BrOP overall in a non-equilibrium geometry (the ωB97M-V functional and the def2-TZVPD basis, the Open Molecules 2025 dataset).

The geometry in ORCA input format:
```
! RIJCOSX wB97M-V def2-TZVPD def2/J DEFGRID3
* xyz 0 1
C 0.751 1.075 1.951
C -0.385 0.583 2.568
C 1.565 0.260 1.186
C -0.726 -0.769 2.437
C 1.257 -1.098 1.039
C 0.149 -1.477 1.700
C -0.475 -0.010 -3.650
O -0.355 1.230 -1.235
P -1.377 0.726 -2.177
Br -2.163 -1.189 -1.260
H 0.997 2.121 2.051
H -1.030 1.226 3.148
H 2.434 0.655 0.682
H -1.621 -1.177 2.876
H 1.859 -1.756 0.436
H -1.172 -0.473 -4.340
H 0.047 0.813 -4.136
H 0.246 -0.739 -3.277
*
```

The energy relative to the best compared isomer or geometry (same formula, charge and spin) is 2.033 eV. Its energy is -88765.0338 eV. Its orbital gap (alpha / beta) is 5.95 / 9.30 eV.

natural (NBO) atomic charge list, values in e, 5 entries: atom 1 (C): -0.23, atom 2 (C): -0.18, atom 3 (C): -0.17, atom 4 (C): -0.34, atom 5 (C): -0.34